{"formula": "C24H63N4O9", "method": "the ωB97M-V functional and the def2-TZVPD basis", "e_tot_ev": -50272.6546, "max_force_ev_per_a": 10.7, "e_above_lowest_kcal_mol": 339.5, "total_charge": 1, "species": ["O", "H", "H", "H", "C", "O", "C", "C", "N", "C", "C", "O", "C", "H", "H", "H", "H", "H", "H", "H", "H", "H", "H", "H", "H", "H", "H", "H", "C", "O", "C", "C", "N", "C", "C", "O", "C", "H", "H", "H", "H", "H", "H", "H", "H", "H", "H", "H", "H", "H", "H", "H", "C", "O", "C", "C", "N", "C", "C", "O", "C", "H", "H", "H", "H", "H", "H", "H", "H", "H", "H", "H", "H", "H", "H", "H", "C", "O", "C", "C", "N", "C", "C", "O", "C", "H", "H", "H", "H", "H", "H", "H", "H", "H", "H", "H", "H", "H", "H", "H"], "positions_angstrom": [[0.61498, -0.34833, -0.21730], [1.30280, -0.08020, 0.34513], [0.23088, -1.28422, 0.11068], [-0.30966, 0.10941, -0.29435], [0.88144, 1.91812, -3.03653], [1.02834, 2.05178, -1.77352], [1.34238, 3.34982, -1.37527], [1.30639, 3.31664, 0.09418], [1.88022, 4.63836, 0.57548], [1.78649, 4.73293, 2.06247], [2.28426, 6.08586, 2.64846], [1.98534, 5.99386, 4.09437], [2.44443, 7.19780, 4.76146], [0.25145, 1.05571, -3.08570], [1.78151, 2.15533, -3.40484], [0.41301, 2.72014, -3.47289], [0.58774, 4.17641, -1.86021], [2.38548, 3.55262, -1.56333], [1.91347, 2.46123, 0.44163], [0.27954, 3.17412, 0.42918], [2.93200, 4.95456, 0.48377], [2.36034, 3.79510, 2.57785], [0.81302, 4.54113, 2.30277], [1.71157, 6.90151, 2.11279], [3.28973, 6.33500, 2.25856], [2.01470, 7.96335, 4.27942], [3.49540, 7.09802, 4.71592], [2.28532, 7.12204, 5.89200], [1.13482, -4.02487, -0.69845], [0.49084, -3.23683, 0.07740], [-0.64148, -3.90869, 0.87101], [-1.33181, -2.67797, 1.58340], [-1.74246, -1.66117, 0.61885], [-2.56617, -0.61392, 1.33685], [-2.84660, 0.37623, 0.34745], [-1.75050, 1.14264, -0.08811], [-2.06301, 2.16697, -1.00630], [2.03367, -3.58786, -1.16579], [0.54221, -4.35973, -1.60170], [1.42444, -5.00172, 0.02099], [-0.15063, -4.62307, 1.48478], [-1.38737, -4.36039, 0.36211], [-0.63652, -2.10820, 2.31813], [-2.16135, -3.08697, 2.36100], [-2.36402, -2.23848, 0.00516], [-2.20341, -0.17592, 2.23056], [-3.37473, -1.13160, 1.81220], [-3.45064, 1.14464, 0.81190], [-3.46863, 0.04413, -0.44831], [-2.86295, 2.67750, -0.47041], [-2.30518, 1.88007, -1.94147], [-1.25751, 2.83697, -0.90621], [3.89511, -0.52604, -3.93871], [4.12767, -1.02675, -2.82394], [3.99868, 0.00271, -1.79262], [3.81632, -0.83478, -0.54728], [3.26273, -0.01066, 0.60355], [3.19575, -0.71848, 1.91003], [2.41410, 0.19152, 2.70876], [1.02881, 0.41336, 2.29051], [0.25483, 1.39324, 2.98633], [2.86629, -0.16868, -3.88994], [4.16035, -1.09857, -4.82085], [4.66695, 0.18755, -4.31268], [2.95347, 0.40880, -1.77415], [4.76175, 0.89561, -1.91158], [4.92210, -1.23256, -0.55797], [3.23565, -1.79021, -0.65130], [3.94741, 0.67805, 0.68271], [4.03290, -1.10919, 2.12604], [2.61178, -1.84893, 1.83731], [2.83343, 1.18287, 2.82535], [2.31578, -0.18636, 3.75202], [0.67215, 2.35241, 3.18316], [-0.25946, 0.60981, 3.64360], [-0.62889, 1.63050, 2.28503], [0.72677, -2.24426, -3.50412], [-0.32358, -2.96676, -3.38820], [-1.39340, -2.11541, -2.75027], [-2.43208, -3.16163, -2.45497], [-3.65781, -2.56549, -1.64157], [-4.37955, -3.57323, -0.98977], [-5.30421, -3.17236, 0.06445], [-6.21014, -4.17401, 0.54777], [-6.94706, -3.73582, 1.66452], [0.47522, -1.42728, -4.30382], [1.62777, -2.81051, -3.85183], [1.14202, -1.90714, -2.45230], [-1.79368, -1.34396, -3.52238], [-0.92826, -1.76998, -2.01313], [-1.82759, -3.60494, -1.88566], [-3.03371, -3.52638, -3.34313], [-4.14081, -1.90578, -2.12978], [-3.49922, -4.25428, -0.59642], [-5.05736, -4.23385, -1.61280], [-5.89607, -2.37390, -0.28041], [-4.77746, -2.73762, 0.84200], [-7.88842, -3.25507, 1.30284], [-6.64049, -3.09405, 2.32897], [-7.28012, -4.60132, 2.13938]], "forces_ev_per_a": [[-4.94, -3.95, -2.38], [2.22, 1.95, 2.12], [1.02, 1.40, -0.71], [1.34, 0.93, 0.63], [-2.33, -1.31, -2.61], [-0.24, 1.15, 7.23], [-1.19, 1.08, -0.59], [1.70, 1.72, 1.27], [1.35, 0.90, 2.01], [3.32, -1.44, -0.23], [-1.96, -0.58, -0.41], [0.73, 0.60, -1.83], [0.84, -4.47, 2.77], [0.47, -1.20, -1.74], [4.06, -1.24, -3.00], [-2.57, 2.19, -1.05], [1.90, -1.90, 1.05], [0.43, 0.52, -1.13], [-0.26, 0.10, -0.03], [0.08, 0.39, 0.53], [-2.53, -1.90, -1.11], [-0.76, 2.08, -0.89], [-2.78, 0.00, 0.93], [-0.07, -0.64, 0.98], [0.34, -0.49, 1.24], [-1.26, 3.36, -1.22], [1.44, 0.91, -0.41], [-0.63, 0.16, -1.70], [2.81, -6.52, -2.45], [-5.11, 3.47, 4.17], [2.85, 5.16, 1.39], [1.22, -0.54, 3.32], [-0.48, -1.53, 1.32], [1.22, -2.96, -0.68], [-2.38, 3.43, -0.23], [2.30, -2.25, -0.38], [-0.45, 1.17, 4.66], [-0.08, 0.02, 0.71], [0.40, -0.19, 0.90], [-0.09, 1.82, -2.40], [0.33, -0.45, 0.91], [-1.93, -1.59, -2.74], [-0.57, -1.29, -1.11], [1.26, 0.77, -2.05], [-0.01, 1.62, -0.03], [1.93, 0.34, 0.62], [-1.51, -0.07, -0.51], [-0.86, 0.21, 0.47], [-0.12, -0.75, -1.11], [-0.66, 0.43, -0.76], [-0.72, -1.13, -3.14], [1.09, 0.72, -0.71], [-0.62, 3.56, -7.96], [2.50, -2.01, 8.44], [-2.48, -0.27, -0.57], [3.12, -1.08, 1.18], [0.05, -3.36, -2.06], [-7.50, -1.10, -4.81], [-2.24, 1.29, 4.47], [2.07, -0.35, -1.91], [-3.29, -3.39, -1.55], [-0.21, 0.68, -1.45], [-1.08, -1.76, 0.05], [-0.55, 1.41, 0.96], [0.69, 0.56, -1.40], [-1.13, -2.12, 0.59], [-1.58, 0.25, 1.76], [0.05, 1.35, -0.46], [1.07, 1.86, 0.64], [6.58, -1.76, 2.83], [0.78, 3.16, -0.40], [0.61, 0.28, -0.26], [0.32, 0.08, -0.34], [0.83, 0.25, 1.12], [0.56, 2.49, 0.97], [1.40, -0.21, 0.59], [5.59, 3.63, -0.77], [-5.87, -2.10, 1.26], [-3.60, -2.94, -9.68], [-7.74, 6.10, -3.76], [4.54, -1.16, 1.08], [0.77, -4.62, -0.49], [-1.56, -0.05, 0.88], [2.01, 0.42, -0.26], [-3.94, -2.24, -4.68], [1.25, -0.48, 1.61], [-0.89, 0.12, -0.24], [-0.80, 0.50, -1.76], [1.11, -0.87, 1.28], [3.11, 3.42, 6.55], [3.29, -5.82, 4.68], [2.10, -0.58, 0.79], [-1.68, 1.85, -1.84], [-2.12, 0.70, -0.31], [1.04, 0.29, -0.18], [-1.04, 1.35, -0.94], [1.25, 0.67, 2.17], [0.35, -0.18, -0.04], [3.17, 3.47, 3.39], [-0.41, -1.51, 0.99]]}


{"formula": "C4H9O3", "method": "the ωB97M-V functional and the def2-TZVPD basis", "e_tot_ev": -10437.3577, "max_force_ev_per_a": 2.3, "e_above_lowest_kcal_mol": 25.5, "total_charge": -1, "species": ["C", "C", "C", "O", "H", "H", "H", "H", "H", "H", "H", "H", "O", "C", "O", "H"], "positions_angstrom": [[0.86308, -0.94548, -0.60188], [1.23576, 0.25668, 0.25546], [0.02195, 1.14310, 0.48214], [2.18789, 0.99326, -0.52212], [1.81833, -1.33445, -0.92736], [0.32901, -0.65215, -1.53775], [0.21941, -1.70297, -0.07271], [1.74797, -0.07844, 1.19498], [-0.70817, 0.64895, 1.13209], [-0.33138, 1.45605, -0.51809], [0.27384, 2.04601, 1.04337], [2.58200, 1.69495, 0.00288], [-1.81434, -1.16481, 1.04658], [-2.53476, -0.90498, 0.01937], [-2.38758, 0.05616, -0.81523], [-3.50301, -1.51187, -0.18173]], "forces_ev_per_a": [[-0.47, -0.38, -0.23], [-0.64, 0.17, 0.17], [0.39, 0.41, 0.62], [0.79, -0.02, -0.46], [0.25, -0.71, -0.07], [0.20, 0.09, 0.88], [0.79, 0.92, -0.40], [-0.57, 0.16, -0.50], [-0.15, -0.11, -0.89], [-0.32, -0.40, 0.78], [0.53, 0.32, -0.02], [-0.27, -0.02, 0.15], [-1.58, -0.28, -1.67], [0.34, 1.64, 0.07], [-0.31, -1.88, 1.13], [1.00, 0.09, 0.44]]}


{"formula": "C6H7NO3S2", "method": "the ωB97M-V functional and the def2-TZVPD basis", "e_tot_ev": -35635.1397, "smiles": "O=S1(=O)N=COC2=CSCC[C@H]21", "max_force_ev_per_a": 7.4, "e_above_lowest_kcal_mol": 54.7, "species": ["C", "C", "C", "C", "C", "C", "N", "O", "O", "O", "S", "S", "H", "H", "H", "H", "H", "H", "H"], "positions_angstrom": [[1.93773, 1.93399, 0.25874], [-0.30488, 1.12205, 0.28714], [-0.81084, -1.44143, 0.70039], [-1.53751, -1.28683, -0.65708], [-1.39822, 1.57267, -0.48904], [0.18626, -0.37490, 0.85254], [2.53229, 0.85001, -0.01610], [0.66498, 2.24005, 0.37112], [2.39796, -1.78321, 0.01242], [1.15311, -0.39288, -1.70421], [-2.55715, 0.21854, -0.71199], [1.68975, -0.54277, -0.33573], [2.41528, 2.92346, 0.30249], [-1.72593, -1.34099, 1.34675], [-0.48366, -2.43380, 0.82865], [-0.88281, -1.36112, -1.42514], [-2.37357, -2.02662, -0.72745], [-1.58999, 2.55931, -0.77325], [0.68719, -0.43555, 1.87976]], "forces_ev_per_a": [[-0.02, 1.51, -0.64], [-1.05, 1.84, -1.31], [-3.70, 0.80, -0.99], [-2.48, -0.19, 2.50], [2.61, -5.84, 3.73], [2.08, 3.06, -0.53], [0.44, -0.95, 0.36], [-1.33, -2.45, 0.73], [-0.69, 2.54, -0.35], [1.15, -0.34, 1.97], [-0.19, 0.93, -0.72], [-1.75, -1.54, -0.93], [0.85, -0.76, 0.18], [1.38, 0.23, 0.41], [1.02, -1.08, 0.14], [1.68, -0.09, -2.68], [0.91, 0.26, -0.08], [-0.10, 1.21, -0.48], [-0.80, 0.85, -1.31]]}